Entry 1:
Here is a cluster of 13 separate species, C46H83F21O32S6 in total at a distorted geometry from the Open Molecules 2025 dataset. Energies are from ωB97M-V/def2-TZVPD.

Each line ends with the Mulliken charge.
CARTESIAN COORDINATES (ANGSTROEM)
C1 3.844 -1.019 -3.893  -0.313
C2 4.700 -1.020 -5.117  -0.817
O1 4.148 -0.167 -6.155  -0.351
C3 4.213 1.138 -5.993  0.458
O2 4.666 1.718 -5.032  -0.574
C4 3.627 1.827 -7.261  0.894
F1 2.544 1.297 -7.756  -0.200
F2 3.330 3.029 -6.951  -0.253
F3 4.630 1.869 -8.167  -0.277
H1 2.812 -1.202 -4.239  0.090
H2 3.944 -0.131 -3.235  0.328
H3 4.148 -1.913 -3.347  0.210
H4 4.880 -1.963 -5.608  0.396
H5 5.674 -0.586 -4.927  0.408
C5 -4.672 0.345 -3.204  -1.183
C6 -4.155 0.725 -1.873  0.954
O3 -5.210 1.367 -1.081  -0.252
C7 -5.765 0.503 -0.276  0.471
O4 -5.527 -0.696 -0.261  -0.591
C8 -6.855 1.117 0.722  0.788
F4 -6.357 1.015 1.941  -0.163
F5 -7.141 2.327 0.360  -0.248
F6 -7.951 0.396 0.572  -0.278
H6 -3.836 0.068 -3.883  0.163
H7 -5.290 1.092 -3.737  0.309
H8 -5.217 -0.592 -3.083  0.380
H9 -3.424 1.571 -1.921  0.062
H10 -3.716 -0.045 -1.275  -0.341
C9 -3.458 -3.163 -9.302  -1.156
C10 -2.012 -3.130 -8.764  -0.154
O5 -1.945 -2.252 -7.669  -0.190
C11 -0.747 -2.091 -7.101  0.226
O6 0.320 -2.466 -7.458  -0.565
C12 -0.830 -1.113 -5.913  1.040
F7 0.028 -0.092 -6.155  -0.292
F8 -1.974 -0.518 -5.823  -0.262
F9 -0.439 -1.752 -4.783  -0.136
H11 -4.053 -3.616 -8.505  0.236
H12 -3.558 -3.839 -10.171  0.359
H13 -3.902 -2.223 -9.592  0.332
H14 -1.269 -2.786 -9.502  0.385
H15 -1.747 -4.142 -8.376  0.209
C13 0.619 -4.164 -2.112  -0.714
C14 1.745 -4.130 -1.063  0.813
O7 2.343 -5.453 -1.075  -0.373
C15 3.330 -5.607 -0.236  0.307
O8 3.868 -4.737 0.496  -0.549
C16 3.894 -7.007 -0.287  0.913
F10 5.018 -6.948 -1.027  -0.257
F11 4.217 -7.405 0.901  -0.241
F12 3.033 -7.860 -0.795  -0.246
H16 0.847 -4.417 -3.177  0.469
H17 0.258 -3.140 -2.190  -0.043
H18 -0.215 -4.786 -1.742  0.291
H19 1.453 -3.834 -0.043  -0.305
H20 2.564 -3.451 -1.312  -0.164
C17 3.656 -4.982 3.763  -1.034
C18 4.193 -3.590 3.505  -0.666
O9 3.305 -2.664 2.908  0.375
C19 2.370 -2.227 3.768  -0.587
O10 2.146 -2.521 4.901  -0.551
C20 1.552 -1.235 2.968  0.871
F13 0.351 -1.134 3.471  0.089
F14 2.182 -0.043 3.035  -0.097
F15 1.415 -1.563 1.725  0.157
H21 3.341 -5.441 2.841  0.095
H22 2.795 -4.910 4.435  0.268
H23 4.412 -5.574 4.250  0.452
H24 4.998 -3.625 2.803  0.313
H25 4.583 -3.083 4.376  0.588
C21 -1.932 8.364 -0.246  -0.799
C22 -1.008 8.144 -1.422  -0.346
O11 -0.695 6.791 -1.649  -0.330
C23 0.140 6.296 -0.753  0.215
O12 0.667 6.845 0.186  -0.555
C24 0.410 4.788 -1.015  1.012
F16 -0.634 4.063 -0.609  -0.190
F17 0.619 4.491 -2.294  -0.298
F18 1.386 4.399 -0.282  -0.153
H26 -2.250 9.406 -0.238  0.427
H27 -1.396 8.216 0.714  0.237
H28 -2.840 7.776 -0.179  0.059
H29 -0.069 8.667 -1.237  0.334
H30 -1.351 8.404 -2.404  0.398
C25 -0.347 2.277 2.740  0.273
C26 -0.940 1.551 1.572  0.128
O13 0.045 1.184 0.571  0.335
C27 -0.326 0.258 -0.216  0.127
O14 -1.297 -0.492 -0.171  -0.219
C28 0.697 0.152 -1.424  0.321
F19 1.379 1.285 -1.548  -0.180
F20 1.639 -0.749 -1.272  0.049
F21 0.053 0.007 -2.535  -0.273
H31 -0.568 3.329 2.678  -0.010
H32 0.744 2.131 2.728  0.149
H33 -0.746 1.901 3.670  -1.282
H34 -1.726 2.184 1.153  -0.043
H35 -1.390 0.618 1.913  0.236
O15 6.039 2.179 0.357  -0.709
S1 5.289 1.030 0.723  1.190
O16 3.911 0.806 0.305  -0.390
O17 6.163 -0.187 0.211  -0.514
C29 5.662 -1.401 -0.230  1.254
C30 6.845 -2.398 -0.499  -1.496
C31 5.386 0.883 2.469  -0.109
H36 5.128 -1.203 -1.176  -0.243
H37 4.979 -1.795 0.515  -0.252
H38 6.407 -3.350 -0.788  0.323
H39 7.297 -2.560 0.481  0.417
H40 7.581 -2.039 -1.219  0.355
H41 6.425 1.107 2.681  0.412
H42 4.969 -0.066 2.742  -0.270
H43 4.732 1.656 2.829  0.037
O18 3.402 3.329 4.196  -0.614
S2 2.543 4.450 4.457  1.148
O19 1.466 4.168 5.363  -0.649
O20 3.363 5.528 5.147  -0.249
C32 4.668 5.822 4.863  -0.157
C33 5.424 6.280 6.106  -1.305
C34 2.124 5.142 2.949  -0.415
H44 4.688 6.609 4.123  0.296
H45 5.114 4.946 4.369  0.354
H46 6.458 6.497 5.920  0.397
H47 5.333 5.543 6.940  0.286
H48 4.953 7.198 6.446  0.318
H49 1.503 6.009 3.174  0.448
H50 1.617 4.458 2.278  -0.287
H51 3.115 5.436 2.468  0.372
O21 -3.671 1.156 3.726  -0.424
S3 -3.312 0.212 4.795  1.331
O22 -2.572 -0.973 4.512  -0.687
O23 -2.619 0.993 5.957  -0.304
C35 -1.212 0.922 6.215  0.953
C36 -0.807 2.056 7.088  -1.455
C37 -4.794 -0.290 5.580  -1.343
H52 -0.733 0.947 5.247  -0.372
H53 -1.156 -0.024 6.742  0.352
H54 0.221 1.869 7.402  0.395
H55 -1.442 2.078 7.949  0.414
H56 -0.807 3.006 6.563  0.247
H57 -5.323 0.592 5.898  0.405
H58 -4.617 -0.912 6.457  0.334
H59 -5.332 -0.794 4.779  0.402
O24 -3.855 -4.897 -6.238  -0.638
S4 -2.920 -5.339 -5.303  1.391
O25 -1.580 -4.864 -5.457  -0.614
O26 -3.422 -4.865 -3.935  -0.485
C38 -2.510 -4.492 -2.930  -0.550
C39 -2.673 -3.066 -2.437  0.225
C40 -2.763 -7.067 -5.072  -0.956
H60 -1.530 -4.714 -3.312  0.693
H61 -2.667 -5.193 -2.111  0.216
H62 -2.446 -2.323 -3.196  -0.192
H63 -1.982 -2.947 -1.589  -0.455
H64 -3.686 -2.994 -2.041  0.484
H65 -2.076 -7.119 -4.228  0.288
H66 -2.255 -7.555 -5.889  0.356
H67 -3.740 -7.501 -4.880  0.349
O27 -1.315 5.756 2.544  -0.420
S5 -2.735 5.701 2.522  1.074
O28 -3.489 6.885 2.667  -0.690
O29 -3.076 5.033 1.168  0.063
C41 -4.512 4.938 0.792  -0.315
C42 -4.629 4.733 -0.710  -1.196
C43 -3.373 4.536 3.678  -0.974
H68 -4.998 5.868 1.146  0.433
H69 -4.843 4.043 1.309  0.233
H70 -5.677 4.581 -0.914  0.438
H71 -4.039 3.898 -1.065  0.001
H72 -4.302 5.630 -1.186  0.417
H73 -3.350 5.003 4.652  0.522
H74 -2.825 3.577 3.568  0.065
H75 -4.429 4.372 3.406  0.348
O30 -0.612 -3.308 1.292  -0.181
S6 -1.855 -4.071 1.136  0.841
O31 -1.985 -4.906 -0.028  -0.736
O32 -2.108 -5.012 2.373  -0.396
C44 -1.627 -4.486 3.604  -0.031
C45 -0.176 -4.698 3.962  -0.656
C46 -3.191 -2.909 1.398  -0.615
H76 -2.348 -5.054 4.231  0.345
H77 -1.954 -3.427 3.691  -0.062
H78 -0.138 -4.360 4.985  0.504
H79 0.480 -4.084 3.362  -0.296
H80 0.085 -5.770 3.880  0.334
H81 -3.280 -2.851 2.483  0.485
H82 -4.078 -3.295 0.895  0.501
H83 -2.919 -1.939 0.943  -0.238

Entry 2:
Here is a cluster of 7 separate species, C46H84ClFI2N7O11P in total at a distorted geometry from the Open Molecules 2025 dataset. Energies are from ωB97M-V/def2-TZVPD.

Each line ends with the Mulliken charge.
CARTESIAN COORDINATES (ANGSTROEM)
C1 4.838 -2.493 -0.036  -1.369
C2 4.155 -3.018 -1.281  -0.116
O1 3.472 -1.915 -1.917  -0.017
P1 3.134 -2.034 -3.465  0.626
O2 4.276 -2.335 -4.354  -0.865
C3 2.358 -0.450 -3.776  -0.819
C4 0.856 -0.386 -3.489  -0.780
C5 0.574 -0.292 -1.972  -0.179
C6 -0.710 0.425 -1.661  0.099
C7 -0.739 1.787 -1.987  0.631
C8 -1.862 2.576 -1.774  0.250
C9 -3.051 2.058 -1.256  0.292
C10 -4.241 2.984 -1.126  -1.801
C11 -5.065 3.038 -2.431  -0.808
C12 -6.556 2.782 -2.234  -0.439
F1 -6.985 3.220 -0.985  -0.318
C13 -3.064 0.685 -0.892  0.133
C14 -4.383 0.117 -0.380  0.425
C15 -4.976 -0.909 -1.363  -2.281
C16 -4.322 -0.345 1.112  -0.310
C17 -4.927 -1.707 1.434  -1.200
C18 -1.880 -0.115 -1.053  1.056
C19 -1.943 -1.556 -0.554  -0.884
I1 -1.952 -2.961 -2.179  0.239
C20 -0.927 -1.961 0.527  -0.454
C21 -0.696 -0.896 1.590  -1.179
I2 -1.681 -3.754 1.521  0.053
C22 -1.527 3.958 -2.192  -0.587
O3 -2.251 4.844 -2.504  -0.531
N1 -0.083 4.056 -2.247  0.217
C23 0.443 4.605 -0.977  0.420
Cl1 2.029 3.904 -0.607  -0.145
C24 0.432 6.137 -1.041  -0.404
C25 1.439 6.813 -0.118  -1.405
C26 0.316 2.683 -2.543  -0.559
O4 1.265 2.431 -3.201  -0.441
O5 2.018 -3.182 -3.494  -0.071
C27 1.620 -3.649 -4.797  -0.496
C28 0.626 -4.781 -4.651  -1.050
H1 4.172 -1.801 0.477  0.253
H2 5.072 -3.317 0.637  0.406
H3 5.772 -1.990 -0.280  0.330
H4 4.869 -3.466 -1.971  0.404
H5 3.425 -3.776 -1.018  0.181
H6 2.865 0.229 -3.089  0.287
H7 2.616 -0.197 -4.802  0.398
H8 0.377 -1.307 -3.826  0.244
H9 0.391 0.420 -4.045  0.792
H10 0.597 -1.310 -1.605  0.051
H11 1.385 0.245 -1.475  0.707
H12 -4.863 2.739 -0.275  1.023
H13 -3.846 3.980 -0.942  0.693
H14 -4.685 2.315 -3.153  0.328
H15 -4.928 4.017 -2.887  0.523
H16 -6.786 1.717 -2.311  0.187
H17 -7.138 3.307 -2.991  0.347
H18 -5.091 0.936 -0.382  0.479
H19 -4.796 -0.574 -2.386  0.424
H20 -4.558 -1.907 -1.273  0.276
H21 -6.053 -0.968 -1.220  0.515
H22 -4.868 0.392 1.703  0.508
H23 -3.288 -0.288 1.452  -0.080
H24 -4.999 -1.823 2.515  0.530
H25 -4.285 -2.528 1.113  0.137
H26 -5.928 -1.821 1.025  0.242
H27 -2.925 -1.701 -0.131  -0.689
H28 0.014 -2.313 0.126  0.912
H29 -1.472 -0.950 2.352  0.469
H30 0.246 -1.104 2.092  0.607
H31 -0.622 0.103 1.169  0.000
H32 -0.204 4.296 -0.150  0.289
H33 0.526 6.454 -2.076  0.397
H34 -0.564 6.414 -0.687  0.137
H35 2.451 6.741 -0.507  0.350
H36 1.195 7.873 -0.039  0.411
H37 1.392 6.383 0.881  0.360
H38 1.174 -2.839 -5.379  0.405
H39 2.506 -3.992 -5.332  0.437
H40 0.908 -5.452 -3.842  0.213
H41 0.616 -5.351 -5.581  0.384
H42 -0.385 -4.426 -4.468  0.093
C29 3.412 -8.274 -3.701  -0.972
N2 2.761 -7.305 -2.844  -0.031
C30 2.132 -7.511 -1.657  1.006
C31 2.092 -8.925 -1.123  -1.497
O6 1.631 -6.573 -1.058  -0.587
H43 4.467 -8.025 -3.827  0.307
H44 2.944 -8.290 -4.687  0.285
H45 3.341 -9.268 -3.271  0.389
H46 2.761 -6.337 -3.133  0.090
H47 1.561 -8.911 -0.176  0.293
H48 1.569 -9.588 -1.813  0.388
H49 3.099 -9.309 -0.961  0.377
C32 6.130 2.227 -4.167  -0.318
N3 6.104 3.594 -4.649  -0.130
C33 5.021 4.340 -5.005  0.445
C34 3.669 3.678 -4.890  -0.817
O7 5.158 5.489 -5.393  -0.672
H50 6.573 2.179 -3.170  0.287
H51 6.717 1.594 -4.833  0.293
H52 5.123 1.827 -4.113  -0.149
H53 6.979 4.084 -4.745  0.216
H54 2.908 4.386 -5.201  0.368
H55 3.616 2.796 -5.529  0.363
H56 3.466 3.380 -3.862  0.169
C35 -4.194 -6.234 5.574  -0.859
N4 -4.349 -4.905 5.018  -0.136
C36 -5.497 -4.252 4.697  0.832
C37 -6.801 -4.978 4.935  -1.383
O8 -5.459 -3.127 4.230  -0.630
H57 -3.679 -6.191 6.535  0.300
H58 -3.611 -6.865 4.902  0.275
H59 -5.164 -6.695 5.724  0.320
H60 -3.516 -4.368 4.828  0.196
H61 -7.611 -4.324 4.626  0.294
H62 -6.847 -5.899 4.353  0.381
H63 -6.925 -5.221 5.990  0.380
C38 -2.477 8.648 -0.360  -0.718
N5 -2.845 8.234 0.982  -0.080
C39 -3.656 8.866 1.872  0.792
C40 -4.273 10.175 1.435  -1.259
O9 -3.868 8.388 2.973  -0.647
H64 -2.790 7.893 -1.084  0.233
H65 -1.394 8.768 -0.426  0.192
H66 -2.949 9.592 -0.611  0.349
H67 -2.467 7.368 1.332  0.163
H68 -4.885 10.546 2.251  0.296
H69 -3.503 10.912 1.205  0.346
H70 -4.901 10.035 0.555  0.348
C41 3.261 1.911 4.803  -0.650
N6 2.881 1.592 3.434  -0.151
C42 1.647 1.560 2.884  0.644
C43 0.477 1.911 3.777  -1.370
O10 1.488 1.250 1.711  -0.399
H71 3.931 2.773 4.812  0.285
H72 3.779 1.058 5.240  0.103
H73 2.383 2.147 5.394  0.344
H74 3.615 1.351 2.787  0.241
H75 -0.435 1.834 3.191  0.188
H76 0.412 1.225 4.622  0.391
H77 0.568 2.928 4.158  0.450
C44 4.999 -3.625 7.929  -0.831
N7 5.147 -2.258 7.469  -0.172
C45 4.755 -1.723 6.287  0.786
C46 4.072 -2.637 5.296  -1.214
O11 4.952 -0.542 6.042  -0.703
H78 4.405 -3.659 8.844  0.284
H79 5.974 -4.066 8.138  0.282
H80 4.503 -4.226 7.174  0.316
H81 5.595 -1.596 8.083  0.239
H82 3.826 -2.057 4.412  0.240
H83 4.728 -3.459 5.008  0.360
H84 3.154 -3.051 5.715  0.354

Computed properties:
Structure (SMILES): CCOP(=O)(CCCc1c2c(c(CCCF)c([C@@H](C)CC)c1[C@@H](I)[C@@H](C)I)C(=O)N([C@@H](Cl)CC)C2=O)OCC.CNC(C)=O.CNC(C)=O.CNC(C)=O.CNC(C)=O.CNC(C)=O.CNC(C)=O
ΔE to the lowest compared entry with this formula, charge and spin (eV): 0.000

Calculated lowest unoccupied orbital energy (eV), listed in the same order as above: 0.0709, -0.2598